Density functional theory data (ωB97M-V/def2-TZVPD) for C17H22F6N4O5S6W as an isolated structure.

Geometry as ORCA input:
```
! RIJCOSX wB97M-V def2-TZVPD def2/J DEFGRID3
* xyz 1 2
O 1.111 1.897 3.131
C 3.221 1.655 -0.447
C -3.374 -1.793 0.624
F -0.216 6.599 2.381
H -1.915 2.360 -3.487
C -2.479 2.217 -2.562
C 0.739 5.773 1.988
C 3.262 1.443 1.049
H 2.448 -3.095 0.939
H 3.450 2.699 -0.660
O -0.950 4.850 0.197
H 2.492 -1.728 -3.101
N -0.676 3.545 2.295
F -1.131 2.928 4.972
H -5.301 -2.062 1.468
F 1.434 5.364 3.043
H 4.240 -0.767 0.072
W 0.297 -0.357 0.383
C 2.913 -2.464 0.179
S 1.563 1.333 -1.110
H 3.532 -1.001 -1.889
C 3.638 -1.295 0.808
C -4.358 -2.532 1.237
C -1.319 1.890 4.171
H -4.852 -4.444 2.069
C -1.657 1.396 -1.682
F -0.950 0.784 4.791
C -4.097 -3.851 1.573
H -3.363 1.626 -2.813
C -2.862 -4.403 1.273
C -1.908 -3.629 0.648
H -3.460 3.408 -1.032
H 2.527 0.796 -3.235
H 2.700 2.218 1.561
H 3.599 -3.088 -0.394
H 4.308 -1.638 1.596
H 3.932 1.031 -0.987
C -1.194 -1.672 3.040
F -2.591 1.817 3.820
H -1.975 4.124 -1.640
S 0.015 4.319 1.102
H -2.624 -5.427 1.520
C -2.857 3.556 -1.926
H 0.914 0.135 -2.991
O -0.699 1.126 1.679
H -0.927 -3.969 0.363
C 2.497 -1.097 -2.213
H 4.287 1.455 1.423
H -3.462 -0.753 0.353
O 1.154 3.611 0.561
S 1.534 -1.940 -0.897
N -2.190 -2.356 0.346
N -2.192 -1.480 3.589
H -3.435 4.134 -2.644
S -0.237 2.108 2.687
O -1.278 -1.619 -0.313
S 2.498 -0.095 1.602
N -1.013 0.747 -0.992
F 1.556 6.410 1.150
S 0.266 -2.010 2.270
C 1.897 0.249 -2.531
*
```

The calculation puts the total energy at -4311.3729 Eh. The value obtained for the energy relative to the best compared isomer or geometry (same formula, charge and spin) is 36.6 kJ/mol. As for the frontier orbital gap (alpha / beta): 7.49 / 6.95 eV.